The following is a DFT calculation (wB97M-V/def2-TZVPD) of a molecular structure, C74H66F3N2O6P2S2Sb2Ti in a non-equilibrium geometry.

Last column: Mulliken spin population.
Cartesian coordinates (Å):
Ti 0.829 0.409 -0.229  0.00
O -0.417 -0.380 -1.620  -0.01
S -1.290 -1.647 -1.554  0.11
C -1.288 -2.422 -3.245  0.05
C -2.442 -2.521 -3.995  0.00
C -2.480 -2.985 -5.322  0.00
C -1.320 -3.393 -5.918  0.00
C -0.981 -3.868 -7.299  0.00
C 0.499 -4.318 -7.214  0.00
C 0.918 -4.010 -5.806  0.00
C 2.096 -4.209 -5.138  0.00
C 2.165 -3.835 -3.789  0.00
C 1.110 -3.256 -3.111  0.00
P 1.252 -2.660 -1.383  0.01
C 1.771 -4.138 -0.457  0.00
C 2.205 -3.972 0.856  0.01
C 2.572 -5.063 1.620  0.00
C 2.511 -6.338 1.081  0.00
C 2.039 -6.514 -0.210  0.00
C 1.656 -5.424 -0.975  0.00
C 2.836 -1.789 -1.750  0.01
C 4.085 -2.267 -1.376  0.00
C 5.233 -1.641 -1.830  0.00
C 5.149 -0.530 -2.652  0.01
C 3.906 -0.039 -3.019  -0.02
C 2.754 -0.665 -2.575  0.02
C -0.109 -3.009 -3.779  0.02
C -0.167 -3.440 -5.119  0.00
C -2.907 -0.864 -1.855  -0.13
C -3.034 0.059 -2.871  -0.01
C -4.279 0.454 -3.394  0.00
C -5.412 -0.144 -2.904  0.00
C -6.858 -0.052 -3.292  0.00
C -7.603 -0.988 -2.308  0.00
C -6.534 -1.556 -1.423  0.00
C -6.568 -2.411 -0.354  0.01
C -5.363 -2.747 0.289  0.01
C -4.134 -2.297 -0.148  0.10
P -2.567 -2.534 0.809  0.16
C -2.117 -4.251 0.484  0.11
C -2.472 -4.876 -0.707  0.00
C -2.111 -6.192 -0.932  -0.01
C -1.386 -6.888 0.021  0.02
C -1.010 -6.261 1.197  -0.01
C -1.361 -4.946 1.425  0.01
C -3.163 -2.450 2.522  0.01
C -3.627 -3.563 3.219  0.00
C -4.111 -3.411 4.506  0.00
C -4.156 -2.158 5.096  0.00
C -3.700 -1.050 4.401  0.01
C -3.187 -1.197 3.125  0.04
C -4.064 -1.422 -1.261  0.12
C -5.290 -1.050 -1.837  0.01
H -3.393 -2.226 -3.591  0.00
H -3.425 -2.992 -5.841  0.00
H -1.108 -3.050 -8.011  0.00
H -1.632 -4.682 -7.618  0.00
H 1.126 -3.779 -7.926  0.00
H 0.612 -5.382 -7.430  0.00
H 2.953 -4.649 -5.623  0.00
H 3.086 -4.015 -3.255  0.00
H 2.253 -2.980 1.276  0.01
H 2.918 -4.908 2.630  0.00
H 2.829 -7.186 1.668  0.00
H 1.974 -7.507 -0.630  0.00
H 1.275 -5.578 -1.975  0.00
H 4.168 -3.137 -0.742  0.00
H 6.198 -2.031 -1.547  0.00
H 6.046 -0.050 -3.012  0.00
H 3.837 0.821 -3.670  0.00
H 1.779 -0.321 -2.925  0.00
H -2.128 0.427 -3.335  0.01
H -4.314 1.167 -4.203  0.00
H -7.000 -0.371 -4.326  0.00
H -7.218 0.973 -3.223  0.00
H -8.117 -1.789 -2.841  0.00
H -8.348 -0.448 -1.724  0.00
H -7.497 -2.812 0.019  0.00
H -5.408 -3.389 1.157  0.01
H -3.046 -4.335 -1.448  0.01
H -2.401 -6.679 -1.851  0.00
H -1.112 -7.916 -0.150  0.00
H -0.440 -6.799 1.938  0.00
H -1.052 -4.440 2.325  0.00
H -3.600 -4.543 2.764  0.00
H -4.453 -4.279 5.049  0.00
H -4.544 -2.049 6.097  0.00
H -3.726 -0.072 4.857  0.00
H -2.768 -0.344 2.606  0.09
C -4.400 1.298 0.935  0.00
Sb -2.540 2.112 0.109  0.02
C -3.696 3.174 -1.449  0.01
C -2.547 3.967 1.369  0.00
C -2.645 3.632 2.801  0.00
C -3.909 3.388 3.335  0.00
C -4.073 2.957 4.636  0.00
C -2.960 2.743 5.432  0.00
C -1.708 3.048 4.938  0.00
C -1.522 3.508 3.636  0.00
C -0.183 3.961 3.208  0.01
Sb 0.976 2.788 1.710  -0.02
C 2.156 4.586 1.267  0.02
C 2.525 2.241 3.130  0.00
H -5.238 1.909 0.620  0.00
H -4.354 1.279 2.017  0.01
H -4.545 0.284 0.581  0.00
H -4.049 4.120 -1.056  0.00
H -4.552 2.573 -1.733  0.00
H -3.098 3.371 -2.332  0.00
H -3.410 4.544 1.045  0.00
H -1.639 4.513 1.111  0.00
H -4.777 3.567 2.716  0.00
H -5.067 2.780 5.019  0.00
H -3.069 2.375 6.441  0.00
H -0.845 2.938 5.574  0.00
H 0.485 4.024 4.064  0.00
H -0.243 4.945 2.743  0.00
H 2.342 5.095 2.207  0.00
H 1.632 5.260 0.596  0.00
H 3.108 4.311 0.824  -0.01
H 2.377 2.829 4.034  0.00
H 3.493 2.488 2.698  0.00
H 2.501 1.187 3.382  0.00
O 8.353 -1.568 2.412  0.00
C 7.106 -2.063 2.343  0.00
O 6.883 -3.205 2.634  0.01
C 6.047 -1.138 1.852  0.03
C 4.730 -1.301 2.281  -0.02
C 3.710 -0.546 1.745  0.04
C 3.943 0.361 0.692  -0.10
C 5.284 0.546 0.306  0.08
C 6.308 -0.175 0.880  -0.01
N 2.888 0.996 0.051  0.18
C 3.155 2.075 -0.703  0.25
C 2.170 2.592 -1.543  0.09
C 2.388 3.704 -2.402  0.09
C 1.374 4.165 -3.188  0.06
C 0.133 3.499 -3.143  0.08
C -0.009 2.407 -2.325  0.04
N 0.952 1.940 -1.513  0.13
H 8.391 -0.621 2.228  0.00
H 4.525 -2.026 3.053  0.00
H 2.708 -0.665 2.131  0.00
H 5.533 1.227 -0.492  0.00
H 7.312 -0.023 0.510  0.00
H 4.117 2.576 -0.662  0.02
H 3.371 4.152 -2.427  0.00
H 1.509 5.004 -3.852  0.01
H -0.687 3.830 -3.759  0.01
H -0.939 1.853 -2.319  -0.01
F -0.187 0.922 3.571  0.00
C -0.246 -0.456 3.781  0.03
F 1.057 -0.760 4.163  0.00
F -0.967 -0.598 4.918  0.00
S 0.357 -1.104 1.737  0.02
O -0.565 -2.231 1.435  0.12
O -0.341 0.178 1.157  0.01
O 1.362 -1.131 0.406  0.01

The strongest force on any atom comes out at 3.7 eV Å⁻¹. The orbital gap (alpha / beta) is 6.1 / 5.6 eV. The charge is +1. Its spin multiplicity is 3. The value obtained for the total energy is -177658.231 eV.